{
  "formula": "C37H25Cl2F15Ge2N3O3SV",
  "method": "the ωB97M-V functional and the def2-TZVPD basis",
  "species": ["Ge", "Ge", "V", "Cl", "Cl", "S", "F", "F", "F", "F", "F", "F", "F", "F", "F", "F", "F", "F", "F", "F", "F", "O", "O", "O", "N", "N", "N", "C", "C", "C", "C", "C", "C", "C", "C", "C", "C", "C", "C", "C", "C", "C", "C", "C", "C", "C", "C", "C", "C", "C", "C", "C", "C", "C", "C", "C", "C", "C", "C", "C", "C", "C", "C", "C", "H", "H", "H", "H", "H", "H", "H", "H", "H", "H", "H", "H", "H", "H", "H", "H", "H", "H", "H", "H", "H", "H", "H", "H", "H"],
  "positions_angstrom": [[2.730370, 2.116945, 2.966392], [0.064010, -2.867707, 0.520392], [0.282442, 0.626769, 0.783849], [2.303361, 2.198116, -1.504698], [-1.691190, 4.535430, -4.344786], [0.769739, -1.229150, -0.631773], [3.109069, -3.011603, 0.911709], [-0.759688, -3.288235, 3.663668], [-1.494437, -5.732428, -3.601062], [0.800027, -3.482218, 5.800309], [0.340553, -7.710431, -3.228006], [-1.914548, -5.204831, 1.272150], [-2.007175, -0.445396, 1.073373], [2.044368, -7.586887, -1.101798], [-5.857651, -2.859530, 2.203543], [3.516426, -3.418506, 5.554313], [4.640324, -3.181561, 3.082135], [-4.559657, -0.487775, 1.767960], [-1.622263, -3.667246, -1.907854], [-4.489726, -5.204524, 1.940440], [1.922799, -5.548530, 0.608941], [-2.670695, 2.725685, -1.038186], [-0.781259, 1.915015, 2.282576], [-0.819831, 1.612397, -0.533530], [-0.890178, 3.928085, 1.256450], [-2.824618, 2.756539, 1.779635], [-0.057401, 2.100896, -3.220860], [-2.138441, 0.930124, -3.598628], [1.763772, 2.182558, 4.661121], [0.160635, -4.508412, -0.585518], [0.550329, 5.755845, -3.566671], [1.742263, 5.888507, -2.881663], [-1.817356, 1.286570, -6.361934], [1.064079, -5.536605, -0.425199], [0.463476, 3.361142, -3.118244], [-1.460000, 2.816540, 1.779571], [2.736705, -3.321414, 4.463948], [0.572977, -3.255004, 3.448904], [2.116755, 0.749715, 1.773445], [4.628255, 1.861858, 3.432328], [-0.090203, 4.527230, -3.655713], [-3.869965, -4.042459, 1.705069], [-2.534852, -4.007064, 1.337922], [-0.648881, -5.669880, -2.564387], [2.274038, 4.770358, -2.249366], [-1.037001, 1.617418, -4.110809], [1.643930, 3.549904, -2.367714], [-0.689290, -4.610360, -1.671937], [2.659157, 3.912881, 2.168302], [-3.906901, -1.653128, 1.617573], [-1.921921, 1.762398, -1.169492], [-2.290487, 0.626162, -2.128147], [2.487400, -3.099196, 2.095303], [-4.562647, -2.850020, 1.842899], [-2.568426, -1.670676, 1.245934], [0.281236, -6.678357, -2.373455], [-2.940733, 0.635063, -5.871078], [1.359994, -3.355713, 4.588303], [-1.844251, -2.836010, 1.080476], [1.101935, -3.121933, 2.178725], [-3.082593, 0.456239, -4.503303], [3.308154, -3.197141, 3.208332], [1.145387, -6.613794, -1.295425], [-0.863982, 1.763647, -5.480296], [0.694455, 2.313895, 4.494042], [1.693824, 4.397248, 2.337898], [3.435627, 4.540992, 2.606442], [0.213474, 1.475617, -2.469243], [2.231733, 6.848208, -2.806786], [-1.385793, 4.330794, 0.469127], [-3.160143, 1.827246, 1.988534], [2.832670, 3.852662, 1.093167], [-3.950040, -0.065445, -4.116775], [2.994497, 0.377830, 1.229760], [0.067438, 6.610848, -4.017480], [0.021514, 2.271032, -5.839767], [-3.335299, 0.365822, -1.946813], [0.094700, 3.788913, 1.054957], [2.134550, 3.008950, 5.268351], [-3.284550, 3.200716, 0.996880], [-3.695423, 0.259197, -6.547531], [-1.667836, -0.242615, -1.882153], [4.945028, 2.542117, 4.223106], [4.800296, 0.837156, 3.765172], [1.775507, -0.104756, 2.410048], [1.916923, 1.254884, 5.214334], [3.176716, 4.832953, -1.660111], [5.255652, 2.040940, 2.557712], [-1.681207, 1.418500, -7.427339]],
  "forces_ev_per_angstrom": [[0.060, 0.077, 0.018], [0.017, -0.006, -0.068], [-0.139, 0.204, 1.016], [0.140, -0.072, -0.060], [0.070, 0.084, -0.014], [0.070, -0.459, -0.603], [-0.262, -0.001, 0.169], [0.217, -0.006, -0.155], [0.120, 0.007, 0.145], [0.100, 0.021, -0.214], [-0.012, 0.259, 0.230], [-0.030, 0.303, -0.008], [-0.222, -0.495, -0.013], [-0.104, 0.100, -0.020], [0.515, 0.019, -0.142], [-0.298, 0.035, -0.410], [-0.220, -0.001, 0.036], [0.163, -0.307, -0.040], [0.203, -0.094, 0.154], [0.073, 0.154, -0.031], [-0.094, 0.025, -0.063], [-0.233, 0.283, -0.271], [0.425, -0.466, 0.291], [-0.340, 0.413, -0.311], [0.221, 0.358, -0.335], [0.225, -0.019, 0.265], [0.062, -0.274, 0.137], [-0.074, -0.051, -0.064], [-0.127, -0.016, 0.095], [-0.064, 0.129, -0.021], [-0.023, -0.018, -0.015], [-0.002, -0.158, 0.046], [-0.027, -0.010, 0.009], [0.232, -0.254, 0.064], [0.120, -0.040, -0.011], [-0.566, 0.022, -0.232], [0.219, -0.033, 0.283], [-0.095, 0.016, 0.369], [0.312, -0.136, 0.091], [0.057, -0.058, -0.038], [-0.181, 0.252, -0.044], [-0.010, 0.061, 0.002], [-0.159, -0.325, 0.081], [-0.035, -0.001, -0.021], [-0.106, 0.074, -0.079], [0.144, -0.059, 0.115], [0.049, 0.057, 0.056], [-0.188, -0.054, -0.325], [-0.093, 0.107, -0.043], [0.015, 0.165, 0.000], [0.177, -0.210, -0.023], [-0.040, -0.103, -0.023], [0.371, -0.034, 0.075], [-0.359, -0.008, 0.096], [-0.158, 0.324, -0.013], [-0.005, -0.143, -0.152], [0.085, 0.051, 0.046], [-0.029, 0.037, 0.041], [-0.008, 0.108, 0.037], [0.061, -0.091, -0.021], [-0.017, -0.028, -0.009], [0.023, 0.039, -0.046], [-0.012, -0.020, -0.014], [-0.072, 0.023, -0.074], [0.006, -0.003, -0.012], [0.070, -0.019, 0.034], [0.000, 0.081, 0.007], [-0.106, 0.100, -0.093], [0.017, 0.033, 0.000], [-0.026, -0.058, 0.106], [-0.034, 0.086, -0.042], [0.015, 0.001, -0.061], [-0.017, -0.012, -0.007], [-0.105, -0.106, -0.066], [0.000, 0.040, -0.010], [0.027, 0.024, -0.020], [0.018, -0.006, 0.033], [-0.186, 0.032, 0.080], [-0.010, 0.034, 0.060], [0.069, -0.068, -0.031], [-0.038, -0.019, -0.033], [-0.050, 0.068, 0.014], [0.012, 0.053, 0.054], [0.019, -0.016, 0.020], [0.104, 0.026, 0.002], [-0.011, -0.026, 0.040], [0.046, 0.012, 0.031], [0.034, -0.017, -0.029], [0.001, 0.002, -0.017]],
  "lowdin_spin": [0.002, 0.017, 2.750, 0.016, 0.000, 0.047, 0.001, 0.000, 0.000, 0.000, 0.000, 0.000, 0.023, 0.000, 0.000, 0.000, 0.000, 0.000, 0.000, 0.000, 0.000, 0.009, 0.029, 0.039, 0.004, 0.000, 0.000, 0.000, 0.001, 0.002, 0.001, 0.000, 0.000, 0.000, 0.001, 0.005, 0.001, 0.002, 0.006, -0.001, 0.000, 0.000, 0.001, 0.000, 0.001, 0.000, 0.001, 0.000, 0.002, 0.000, 0.009, 0.002, 0.001, 0.000, 0.003, 0.000, 0.000, 0.000, 0.004, 0.005, 0.000, 0.000, 0.000, 0.000, 0.000, 0.000, 0.000, 0.000, 0.000, 0.000, 0.000, 0.000, 0.000, 0.008, 0.000, 0.000, 0.000, 0.001, 0.000, 0.000, 0.000, 0.000, 0.000, 0.000, 0.005, 0.000, 0.000, 0.000, 0.000],
  "spin_multiplicity": 4,
  "e_above_lowest_kj_mol": 15.0,
  "energy_ha": -9729.49979,
  "charge": -1,
  "homo_lumo_gap_ev": [6.45, 7.54]
}